ORCA calculation (ωB97M-V/def2-TZVPD) on C3H2O3 in the gas phase.

ORCA input file:
```
! RIJCOSX wB97M-V def2-TZVPD def2/J DEFGRID3
* xyz 0 1
O -2.0476 0.7593 0.9425
C -0.9066 0.4198 0.7749
C -0.2325 0.2906 -0.5991
O -0.5929 0.7827 -1.6382
C 1.0237 -0.5662 -0.4209
O 1.4573 -0.7479 0.6941
H -0.1739 0.1086 1.5469
H 1.4726 -1.0469 -1.3002
*
```

Output
- SMILES = O=CC(=O)C=O
- lowest unoccupied orbital energy (eV) = -1.73
- ΔE to the lowest compared entry with this formula, charge and spin (kcal/mol) = 41.69
- frontier orbital gap (eV) = 8.00

Löwdin population analysis, charges in e, atoms 1 to 6: 0.113, -0.162, -0.285, 0.157, -0.142, 0.068



ORCA calculation (ωB97M-V/def2-TZVPD) on 2 unconnected molecules or ions with the total composition C3H2O3 at a distorted geometry.

ORCA input file:
```
! RIJCOSX wB97M-V def2-TZVPD def2/J DEFGRID3
* xyz 0 1
C 1.2959 0.9430 -0.8333
C -0.8879 -0.7092 0.2681
C 0.1503 -0.9179 1.3039
O 0.5670 1.5796 -1.4148
O 2.0784 0.3521 -0.2818
O -0.5742 0.2294 1.3397
H -0.6350 -0.3450 -0.7238
H -1.9945 -1.1319 0.3420
*
```

Output
- lowest unoccupied orbital energy (eV) = 0.21
- ΔE to the lowest compared entry with this formula, charge and spin (kcal/mol) = 73.16
- frontier orbital gap (eV) = 10.54

Löwdin population analysis, charges in e, atoms 1 to 6: -0.512, -0.192, 0.078, 0.239, 0.240, -0.061



ORCA calculation (ωB97M-V/def2-TZVPD) on C3H2O3 in the gas phase.

ORCA input file:
```
! RIJCOSX wB97M-V def2-TZVPD def2/J DEFGRID3
* xyz 0 1
O -2.0723 0.7787 0.8376
C -0.9165 0.4452 0.8187
C -0.1889 0.2294 -0.5153
O -0.5779 0.6928 -1.5582
C 1.0779 -0.6171 -0.4546
O 1.6424 -0.8211 0.5922
H -0.3254 0.2508 1.7301
H 1.4334 -1.0107 -1.4241
*
```

Output
- SMILES = O=CC(=O)C=O
- lowest unoccupied orbital energy (eV) = -1.66
- ΔE to the lowest compared entry with this formula, charge and spin (kcal/mol) = 36.40
- frontier orbital gap (eV) = 8.36

Löwdin population analysis, charges in e, atoms 1 to 6: 0.108, -0.157, -0.292, 0.153, -0.159, 0.086



ORCA calculation (ωB97M-V/def2-TZVPD) on a molecular structure, C3H2O3Pb at a distorted geometry.

ORCA input file:
```
! RIJCOSX wB97M-V def2-TZVPD def2/J DEFGRID3
* xyz 0 1
O -1.9432 -3.2836 2.4624
C -1.3715 -2.4457 1.9880
O 1.2132 0.9163 0.8426
C 1.2863 1.4895 -0.3249
C 0.3456 0.9706 -1.3327
O -0.5366 -0.0183 -0.9582
H 0.1360 2.2328 -1.1705
Pb 0.0094 -0.7041 0.7988
H 0.8609 0.8426 -2.3055
*
```

Output
- lowest unoccupied orbital energy (eV) = -1.13
- ΔE to the lowest compared entry with this formula, charge and spin (kcal/mol) = 72.29
- frontier orbital gap (eV) = 5.91

Löwdin population analysis, charges in e, atoms 1 to 6: 0.114, -0.185, -0.425, -0.276, -0.427, -0.448



ORCA calculation (ωB97M-V/def2-TZVPD) on a molecular structure, C3H2O3Pb at a distorted geometry.

ORCA input file:
```
! RIJCOSX wB97M-V def2-TZVPD def2/J DEFGRID3
* xyz 1 2
C -2.1815 0.4724 -0.0429
C -1.4689 -0.5424 -0.4794
O -0.3415 -1.0541 -0.3935
H -2.7138 -0.6356 0.4066
H -2.5460 1.2805 -0.6740
C 1.4339 -0.4330 0.4820
O 1.2835 0.7070 0.8233
O 2.3726 -1.1487 0.2682
Pb 4.1618 1.3537 -0.3903
*
```

Output
- lowest unoccupied orbital energy (alpha / beta) (eV) = -6.45 / -6.36
- ΔE to the lowest compared entry with this formula, charge and spin (kcal/mol) = 89.67
- frontier orbital gap (alpha / beta) (eV) = 5.52 / 7.07

Löwdin population analysis, charges in e, atoms 1 to 6: 0.131, -0.240, 0.024, 0.205, 0.089, -0.506



ORCA calculation (ωB97M-V/def2-TZVPD) on a molecular structure, C3H2O3Pd at a distorted geometry.

ORCA input file:
```
! RIJCOSX wB97M-V def2-TZVPD def2/J DEFGRID3
* xyz 0 3
O 0.9815 -0.8382 0.5907
C -0.9815 0.0564 0.3709
C -1.5952 -0.5137 -0.8088
O -0.8145 -1.1971 -1.6118
Pd 0.8283 -1.3639 -0.9683
H -1.6630 0.6272 1.0080
C 0.3719 0.3161 0.6822
O 0.9741 1.4427 0.2318
H 1.8983 1.4704 0.5052
*
```

Output
- lowest unoccupied orbital energy (alpha / beta) (eV) = -0.37 / -1.56
- ΔE to the lowest compared entry with this formula, charge and spin (kcal/mol) = 18.43
- frontier orbital gap (alpha / beta) (eV) = 7.55 / 6.96

Löwdin population analysis, charges in e, atoms 1 to 6: -0.251, -0.143, -0.045, -0.332, 0.951, 0.083



ORCA calculation (ωB97M-V/def2-TZVPD) on 3 unconnected molecules or ions with the total composition C3H2O3S at a distorted geometry.

ORCA input file:
```
! RIJCOSX wB97M-V def2-TZVPD def2/J DEFGRID3
* xyz 0 1
C -1.6095 0.3371 1.5147
C 1.2820 1.3607 0.6542
C 0.0236 -1.1377 -0.8743
O 1.7812 0.3969 0.9526
O 0.3799 -0.2027 -1.6044
O 0.7421 2.3554 0.3929
S -2.3353 0.1176 0.1474
H -0.3399 -2.1766 -1.3732
H 0.0759 -1.0509 0.1902
*
```

Output
- lowest unoccupied orbital energy (eV) = -0.77
- ΔE to the lowest compared entry with this formula, charge and spin (kcal/mol) = 75.64
- frontier orbital gap (eV) = 9.77

Löwdin population analysis, charges in e, atoms 1 to 6: -0.460, -0.496, -0.218, 0.214, -0.056, 0.186



ORCA calculation (ωB97M-V/def2-TZVPD) on C3H2O3S2 in the gas phase at a distorted geometry.

ORCA input file:
```
! RIJCOSX wB97M-V def2-TZVPD def2/J DEFGRID3
* xyz 0 1
O 1.4209 -1.5005 0.8445
C 1.2974 -0.5449 0.1454
O 2.1277 -0.2226 -0.7675
C 0.1495 0.5907 0.1875
S 0.2083 2.2428 -0.1286
C -1.2824 0.0880 0.0246
O -2.3065 0.9801 0.3085
S -1.6592 -1.4339 -0.4328
H 3.1262 -0.6542 -0.4735
H -3.0819 0.4546 0.2920
*
```

Output
- SMILES = O=C(O)C(=S)C(O)=S
- lowest unoccupied orbital energy (eV) = -2.20
- ΔE to the lowest compared entry with this formula, charge and spin (kcal/mol) = 35.27
- frontier orbital gap (eV) = 7.00

Löwdin population analysis, charges in e, atoms 1 to 6: 0.111, -0.653, 0.071, -0.541, 0.835, -0.874



ORCA calculation (ωB97M-V/def2-TZVPD) on a molecular structure, C3H2O3Tm at a distorted geometry.

ORCA input file:
```
! RIJCOSX wB97M-V def2-TZVPD def2/J DEFGRID3
* xyz 3 3
H 2.0090 0.7501 -0.7184
C 0.5646 -0.1572 -1.4972
C 0.8739 1.0255 -0.6980
O 0.2657 0.7999 0.5903
C -0.4286 -0.2746 0.5045
O -0.2260 -0.8851 -0.7068
O -1.0838 -0.7781 1.3932
Tm -2.5198 -2.4561 2.2704
H 0.5449 1.9757 -1.1380
*
```

Output
- lowest unoccupied orbital energy (alpha / beta) (eV) = -15.05 / -16.86
- ΔE to the lowest compared entry with this formula, charge and spin (kcal/mol) = 39.29
- frontier orbital gap (alpha / beta) (eV) = 8.28 / 5.48

Löwdin population analysis, charges in e, atoms 1 to 6: 0.258, 0.478, 0.049, 0.246, -0.458, 0.249



ORCA calculation (ωB97M-V/def2-TZVPD) on C3H2O4 in the gas phase at a distorted geometry.

ORCA input file:
```
! RIJCOSX wB97M-V def2-TZVPD def2/J DEFGRID3
* xyz 0 1
O -1.0140 -0.0636 -1.2987
C 0.1523 -0.0238 -0.6403
O 0.3876 1.1373 0.1881
C 0.2868 0.4246 1.3931
O -0.7943 -0.2637 1.5313
C 0.0727 -0.9337 0.6231
O 1.2131 -0.5774 1.4589
H -1.2409 0.6254 -2.0113
H 0.9367 -0.3250 -1.2442
*
```

Output
- SMILES = O[C@H]1O[C@]23O[C@]12O3
- lowest unoccupied orbital energy (eV) = -0.77
- ΔE to the lowest compared entry with this formula, charge and spin (kcal/mol) = 152.41
- frontier orbital gap (eV) = 8.88

Löwdin population analysis, charges in e, atoms 1 to 6: 0.058, -0.347, 0.069, -0.390, 0.182, -0.041



Computed total energy (eV) in order:
-9283.719; -9282.354; -9283.948; -14527.603; -14520.522; -12756.637; -20118.215; -30954.076; -38777.162; -11326.520